{"formula": "C25H44BrF2O3PSiTi", "method": "ωB97M-V with the def2-TZVPD basis set", "elements": ["Ti", "C", "C", "O", "H", "H", "H", "Br", "C", "C", "C", "C", "C", "C", "C", "O", "O", "H", "H", "H", "H", "C", "Si", "C", "C", "C", "C", "C", "C", "C", "C", "H", "H", "H", "H", "H", "H", "H", "H", "H", "H", "H", "H", "H", "H", "H", "H", "H", "H", "H", "H", "H", "C", "C", "P", "C", "C", "C", "C", "H", "H", "H", "H", "H", "H", "H", "H", "H", "H", "H", "H", "H", "H", "H", "F", "C", "F", "H"], "xyz": [[-0.961496, -0.481640, -0.428650], [-2.512396, -0.137240, 2.699550], [-1.745696, -0.165540, 1.403650], [-0.579396, -0.624140, 1.439150], [-1.996996, -0.708940, 3.479150], [-3.516696, -0.525940, 2.544150], [-2.585796, 0.901460, 3.023250], [0.201204, -4.881040, -1.466350], [-0.077396, -4.874740, 0.406850], [0.614604, -5.797140, 1.173650], [0.410204, -5.841540, 2.540750], [-0.514096, -4.996440, 3.134350], [-1.196396, -4.072940, 2.363450], [-0.972096, -3.987440, 0.993250], [-1.533696, -2.804640, 0.267450], [-2.592096, -2.277540, 0.622350], [-0.785196, -2.305840, -0.632450], [1.327904, -6.452940, 0.698450], [0.976204, -6.536840, 3.141350], [-0.682496, -5.045440, 4.199450], [-1.909796, -3.391240, 2.802150], [2.078704, -2.142840, 0.468050], [1.655004, -0.451340, -0.399250], [2.730904, -0.507540, -2.063550], [2.044004, -1.386440, -3.112750], [4.118704, -1.111240, -1.830450], [2.882504, 0.893660, -2.655850], [2.393404, 0.909460, 0.868050], [2.022704, 0.559160, 2.311650], [3.916104, 1.038960, 0.856650], [1.777504, 2.265360, 0.522150], [3.068004, -2.178340, 0.920350], [2.018804, -2.948040, -0.257050], [1.345804, -2.349840, 1.248250], [1.674004, -2.313740, -2.683050], [2.748804, -1.642540, -3.903350], [1.212304, -0.862940, -3.573550], [4.039904, -2.156840, -1.547350], [4.681804, -0.591640, -1.064150], [4.694204, -1.060940, -2.755750], [1.906104, 1.347060, -2.825150], [3.404504, 0.842360, -3.610650], [3.452504, 1.544660, -1.999350], [2.457904, -0.395240, 2.593550], [0.947704, 0.499360, 2.449450], [2.407404, 1.319560, 2.992450], [4.383404, 0.086160, 1.090050], [4.227904, 1.758760, 1.614650], [4.292404, 1.389660, -0.097950], [0.694004, 2.161760, 0.401550], [2.184504, 2.650260, -0.409250], [1.981204, 2.992760, 1.309150], [-5.039396, 2.773160, -0.682050], [-4.029396, 1.626760, -0.685050], [-2.227396, 2.061060, -0.454250], [-2.038896, 3.311560, -1.831750], [-0.562696, 3.608960, -2.065050], [-2.467996, 3.184460, 1.021150], [-1.220896, 3.439260, 1.855750], [-6.036496, 2.369260, -0.854250], [-4.830696, 3.486260, -1.476450], [-5.058096, 3.300260, 0.268250], [-4.112896, 1.094460, -1.634850], [-4.265796, 0.908960, 0.108850], [-2.591796, 4.225960, -1.602650], [-2.479196, 2.867960, -2.730050], [-0.141596, 4.151060, -1.221950], [-0.418296, 4.215660, -2.957850], [-0.017896, 2.667460, -2.177750], [-3.220096, 2.686260, 1.639650], [-2.887196, 4.133560, 0.676150], [-0.766996, 2.494160, 2.154550], [-1.480096, 4.002360, 2.752050], [-0.483996, 4.017560, 1.304850], [-2.607696, -0.626640, -1.902850], [-1.315296, -0.245240, -2.432950], [-0.949796, -1.391740, -3.099550], [-1.560496, 0.485460, -3.234450]], "forces_ev_per_a": [[-1.37, 2.08, -0.43], [0.23, 0.20, -0.35], [0.06, -0.52, 1.17], [0.49, 0.26, 1.99], [-0.01, 0.06, -0.22], [-0.02, 0.05, -0.07], [-0.10, 0.09, 0.05], [0.12, -0.35, -0.02], [0.04, -0.07, -0.15], [0.03, 0.04, -0.16], [-0.08, 0.05, 0.02], [0.01, 0.02, 0.07], [-0.09, -0.06, -0.09], [0.15, 0.11, -0.11], [-1.23, -1.54, 1.32], [0.11, -0.33, -0.17], [0.66, -0.60, -1.02], [0.00, -0.08, -0.03], [0.03, -0.09, 0.05], [-0.03, 0.02, 0.08], [-0.02, 0.06, 0.06], [-0.46, 0.63, -0.28], [1.50, -0.17, 0.36], [-0.34, 0.16, 0.28], [-0.11, 0.19, 0.20], [-0.19, 0.11, 0.21], [-0.06, -0.14, 0.22], [-0.25, -0.14, -0.37], [-0.24, -0.09, -0.26], [-0.20, -0.11, -0.21], [-0.04, -0.31, -0.06], [0.16, 0.19, 0.00], [-0.02, -0.15, -0.16], [0.02, -0.03, 0.09], [-0.12, -0.19, 0.00], [0.17, -0.02, -0.14], [-0.11, -0.06, -0.02], [0.04, -0.18, 0.07], [0.13, 0.06, 0.14], [0.08, -0.01, -0.16], [-0.10, 0.12, -0.07], [0.08, 0.02, -0.21], [0.08, 0.17, 0.03], [0.00, -0.18, 0.15], [0.02, -0.01, 0.15], [0.12, 0.15, 0.07], [0.18, -0.12, 0.03], [0.05, 0.12, 0.14], [0.14, 0.02, -0.16], [0.08, 0.18, 0.02], [-0.02, 0.12, -0.18], [-0.02, 0.18, 0.12], [0.17, -0.13, 0.06], [0.23, -0.19, -0.04], [-1.08, 1.08, -0.47], [0.26, -0.41, 0.23], [-0.08, -0.07, -0.12], [0.38, -0.35, -0.02], [-0.16, -0.01, 0.02], [-0.05, 0.02, -0.01], [-0.01, 0.10, -0.03], [-0.03, 0.10, 0.04], [0.07, -0.08, 0.15], [0.00, -0.03, -0.14], [-0.05, -0.13, 0.01], [-0.02, 0.00, 0.05], [0.15, 0.01, 0.10], [0.06, 0.00, -0.05], [0.12, 0.15, -0.03], [-0.05, 0.08, -0.03], [-0.08, -0.18, -0.03], [0.15, 0.07, 0.09], [0.04, 0.00, 0.07], [0.13, -0.03, -0.02], [-0.11, 0.15, 0.50], [0.09, -0.12, -2.60], [0.05, 0.19, -0.39], [0.28, -0.12, 0.65]], "nbo_charge": [1.186, -0.725, 0.340, -0.641, 0.232, 0.257, 0.241, 0.102, -0.046, -0.246, -0.167, -0.226, -0.168, -0.128, 0.781, -0.630, -0.692, 0.232, 0.218, 0.218, 0.228, -1.153, 1.263, -0.486, -0.603, -0.613, -0.606, -0.482, -0.605, -0.610, -0.601, 0.222, 0.230, 0.226, 0.213, 0.196, 0.210, 0.208, 0.205, 0.198, 0.199, 0.200, 0.199, 0.210, 0.207, 0.192, 0.205, 0.197, 0.201, 0.194, 0.208, 0.195, -0.611, -0.694, 0.922, -0.710, -0.599, -0.698, -0.608, 0.221, 0.205, 0.203, 0.240, 0.227, 0.220, 0.224, 0.204, 0.215, 0.216, 0.219, 0.226, 0.207, 0.215, 0.214, -0.380, 0.137, -0.345, 0.142], "homo_lumo_gap_ev": 7.88, "e_tot_ha": -5458.752350, "e_homo_ev": -7.796, "e_lumo_ev": 0.088, "max_force_ha_per_bohr": 0.05067}